Record 1
Formula: C6H8OPW
Source: the OMol25 dataset
Level of theory: wB97M-V/def2-TZVPD

Its energy above the lowest of the compared OMol25 structures with the same formula, charge and spin is 546.8 kJ/mol. As for the total energy: -716.54991 hartree. The LUMO energy (alpha / beta) comes out at -5.43 / -5.44 eV. The HOMO energy (alpha / beta) comes out at -0.444 / -0.443 Ha. Its spin multiplicity is 3. As for the expectation value of S²: 2.045. As for the total charge: +1. The molar mass is 310.94 g/mol. Its HOMO-LUMO gap (alpha / beta) is 6.637 / 6.612 eV.

Positions of all 17 atoms, in Å:
1 C -0.436801 -0.577723 -0.685482
2 C -0.866107 -1.252376 -1.902279
3 C -0.098998 -2.472366 -2.054423
4 C 0.825346 -2.568211 -1.003000
5 C 0.660481 -1.406267 -0.136596
6 W -1.014653 1.169086 1.695485
7 P -0.342499 3.168024 0.979732
8 H -0.823748 0.475559 -0.271087
9 H -1.696587 -0.906158 -2.531584
10 H -0.277133 -3.172810 -2.838334
11 H 1.193928 -1.178835 0.815492
12 H 1.516336 -3.369526 -0.771395
13 H -0.930192 4.286402 1.658621
14 H -0.573836 3.550891 -0.402620
15 H 1.067097 3.504076 1.154212
16 O 1.320885 0.232122 3.517517
17 C 0.476484 0.518112 2.775748

Cartesian forces (eV/Å) of the 6 atoms listed first:
1.23 -0.92 0.69
-0.20 1.36 1.93
1.27 0.45 1.87
-1.34 0.53 -0.90
-1.83 1.56 -0.32
-1.29 -3.90 0.31



Record 2
Formula: C39H32BF9N2
Source: the OMol25 dataset
Level of theory: wB97M-V/def2-TZVPD

Its energy above the lowest of the compared OMol25 structures with the same formula, charge and spin is 0.0 kJ/mol. As for the total energy: -2538.45400 hartree. The LUMO energy comes out at -0.85 eV. The HOMO energy comes out at -0.250 Ha. The molar mass is 710.49 g/mol. Its HOMO-LUMO gap is 5.952 eV.

Positions of all 83 atoms, in Å:
1 F 2.196478 3.238621 6.924590
2 C 2.048076 2.653282 5.672143
3 C 3.135597 2.645690 4.807118
4 C 3.052900 1.818571 3.707080
5 F 3.930001 2.017810 2.663611
6 C 2.052114 0.835758 3.569082
7 B 2.243240 -0.424030 2.758089
8 C 3.357308 -0.604335 1.708416
9 C 3.418340 -0.438412 0.313064
10 F 2.265142 -0.142951 -0.377957
11 C 4.581709 -0.645245 -0.415882
12 C 5.679421 -1.163223 0.260533
13 F 6.856967 -1.394122 -0.437840
14 C 5.664776 -1.444307 1.632469
15 C 4.499648 -1.133837 2.315710
16 F 4.451965 -1.374736 3.672198
17 C 1.488843 -1.707873 3.073996
18 C 0.958579 -2.568074 2.100734
19 F 0.904404 -2.138183 0.779519
20 C 0.461597 -3.835249 2.356287
21 C 0.540499 -4.280943 3.682664
22 F 0.283236 -5.602065 3.943575
23 C 1.003638 -3.468031 4.712883
24 C 1.430810 -2.199654 4.391163
25 F 1.869857 -1.397021 5.423947
26 H -0.212772 -0.031249 0.159617
27 C 0.897411 1.085688 4.332302
28 F -0.291261 0.497756 3.935117
29 C 0.875739 1.926908 5.423945
30 H 3.998852 3.282224 4.977667
31 H 4.625812 -0.413936 -1.483919
32 H 6.512126 -1.879841 2.162711
33 H 0.027986 -4.448973 1.564971
34 H 1.025163 -3.803556 5.749755
35 H -0.003319 2.028963 6.060023
36 C 1.831319 4.549420 -5.808230
37 C 3.173858 4.352690 -5.095372
38 C 2.861094 3.863709 -3.668105
39 N 1.426447 3.689604 -3.641627
40 C 0.724230 3.220883 -2.577506
41 C 1.334237 3.149071 -1.299008
42 C 0.701830 2.417549 -0.312416
43 C -0.513824 1.757791 -0.596416
44 C -0.971461 0.677002 0.331650
45 C -2.149811 -0.150986 -0.066667
46 C -1.852207 -1.274239 -0.874625
47 C -2.849763 -2.125404 -1.283478
48 C -4.156746 -1.850874 -0.851545
49 N -5.151585 -2.670067 -1.237601
50 C -6.520635 -2.310671 -1.043240
51 C -7.326514 -3.495270 -1.574605
52 C -6.305266 -4.549471 -2.058324
53 C -4.916200 -3.926998 -1.895391
54 C -4.460032 -0.764330 0.014315
55 C -3.413739 0.019587 0.474826
56 C -1.141759 1.941274 -1.833602
57 C -0.557070 2.689021 -2.819057
58 C 0.752466 3.986081 -4.879579
59 H 1.624080 5.608258 -5.978551
60 H 1.796115 4.018369 -6.754516
61 H 3.766788 3.580869 -5.596428
62 H 3.753919 5.273704 -5.037956
63 H 3.381115 2.914855 -3.434587
64 H 3.184311 4.584553 -2.896600
65 H 2.306768 3.612083 -1.138386
66 H 1.156720 2.331126 0.671276
67 H -1.036401 1.001585 1.377301
68 H -0.829777 -1.528168 -1.117426
69 H -2.640758 -2.993352 -1.916526
70 H -6.730282 -2.125240 0.019390
71 H -6.768592 -1.376364 -1.570567
72 H -7.943955 -3.891829 -0.769744
73 H -7.966723 -3.161553 -2.395273
74 H -6.353459 -5.450768 -1.440347
75 H -6.459434 -4.821072 -3.099685
76 H -4.411324 -3.785242 -2.862182
77 H -4.239465 -4.560105 -1.303879
78 H -5.496086 -0.610669 0.322794
79 H -3.582528 0.726298 1.278094
80 H -2.085897 1.443745 -2.050280
81 H -0.999583 2.756182 -3.817013
82 H -0.076675 4.690170 -4.710379
83 H 0.301370 3.075768 -5.302307

Cartesian forces (eV/Å) of the 6 atoms listed first:
-0.39 -0.29 -1.99
0.28 -0.87 1.50
0.02 0.63 0.21
-0.06 0.06 -0.89
-0.50 -0.61 1.56
-0.43 1.26 -0.25



Record 3
Formula: C2H2ClI
Source: the OMol25 dataset
Level of theory: wB97M-V/def2-TZVPD

Its energy above the lowest of the compared OMol25 structures with the same formula, charge and spin is 610.3 kJ/mol. As for the total energy: -835.01531 hartree. The LUMO energy (alpha / beta) comes out at -1.44 / -1.37 eV. The HOMO energy (alpha / beta) comes out at -0.332 / -0.316 Ha. The molar mass is 188.40 g/mol. Its HOMO-LUMO gap (alpha / beta) is 7.604 / 7.221 eV.

Positions of all 6 atoms, in Å:
1 C -1.299988 0.274095 0.375333
2 C 0.954501 -0.466032 -0.442868
3 Cl 1.260551 -2.137248 -0.038001
4 I 2.460944 0.904805 0.005698
5 H -1.075478 1.350178 0.188873
6 H -2.300528 0.074204 -0.089036

Atomic forces in eV per Å
0.88 0.44 -0.48
-1.58 -0.64 0.37
0.05 1.31 -0.16
-0.12 -0.34 0.13
-0.04 -0.52 0.12
0.80 -0.25 0.01